Entry 1:
Density functional theory data (ωB97M-V with the def2-TZVPD basis set) for a 13-piece molecular cluster, C34H64N6O7S3 overall.

Last columns: bonded neighbours and bond lengths (Å).
Atoms and positions in Å:
1 C 7.98755 -1.50626 -0.03081  O2 1.434, H3 1.090, H4 1.090, H5 1.090
2 O 9.06250 -1.76543 -0.94329  C1 1.434, H6 0.960
3 H 7.72599 -2.40479 0.52805  C1 1.090
4 H 8.27955 -0.75847 0.70651  C1 1.090
5 H 7.17606 -1.02368 -0.57552  C1 1.090
6 H 8.70326 -2.25840 -1.68459  O2 0.960
7 C -4.45115 -2.70892 1.70861  O8 1.374, H9 1.090, H10 1.090, H11 1.090
8 O -4.47831 -3.85392 2.46847  C7 1.374, H12 0.960
9 H -3.88766 -1.98843 2.30144  C7 1.090
10 H -3.92081 -2.94643 0.78642  C7 1.090
11 H -5.42267 -2.29261 1.44224  C7 1.090
12 H -5.05583 -3.71272 3.22221  O8 0.960
13 C 5.18134 -3.55861 -5.51249  O14 1.457, H15 1.090, H16 1.090, H17 1.090
14 O 6.58001 -3.80783 -5.19009  C13 1.457, H18 0.960
15 H 4.66531 -4.34212 -4.95759  C13 1.090
16 H 4.67449 -2.63824 -5.22247  C13 1.090
17 H 4.88768 -3.71672 -6.55021  C13 1.090
18 H 6.78422 -4.66168 -5.57852  O14 0.960
19 C 4.41928 4.52818 5.31575  O20 1.424, H21 1.090, H22 1.090, H23 1.090
20 O 4.59174 5.93516 5.45390  C19 1.424, H24 0.960
21 H 3.46045 4.23381 5.74250  C19 1.090
22 H 4.39007 4.23736 4.26568  C19 1.090
23 H 5.17320 3.97107 5.87194  C19 1.090
24 H 4.23527 6.10701 6.32854  O20 0.960
25 N -0.96297 -2.05737 -6.65188  C26 1.370, C29 1.390, H30 1.010
26 C -1.58266 -2.99812 -5.87294  N25 1.370, C27 1.374, H31 1.080
27 C -1.39170 -4.23547 -6.43868  C26 1.374, C28 1.373, H32 1.080
28 C -0.68393 -4.02392 -7.59632  C27 1.373, C29 1.369, H33 1.080
29 C -0.37264 -2.69815 -7.73464  N25 1.390, C28 1.369, H34 1.080
30 H -0.93356 -1.06774 -6.45222  N25 1.010
31 H -2.20716 -2.77315 -5.02101  C26 1.080
32 H -1.70077 -5.18274 -6.02208  C27 1.080
33 H -0.47279 -4.80627 -8.31028  C28 1.080
34 H 0.21731 -2.18855 -8.48207  C29 1.080
35 N -1.03543 -0.68825 8.22066  C36 1.356, C39 1.359, H40 1.010
36 C -2.23048 -0.56775 8.84963  N35 1.356, C37 1.399, H41 1.080
37 C -2.13160 0.46939 9.78319  C36 1.399, C38 1.406, H42 1.080
38 C -0.83808 1.00802 9.66803  C37 1.406, C39 1.387, H43 1.080
39 C -0.20998 0.30095 8.65283  N35 1.359, C38 1.387, H44 1.080
40 H -0.86894 -1.34605 7.47254  N35 1.010
41 H -3.03170 -1.22457 8.54464  C36 1.080
42 H -2.89796 0.73763 10.49531  C37 1.080
43 H -0.41464 1.90784 10.08924  C38 1.080
44 H 0.75272 0.42375 8.17897  C39 1.080
45 N 0.50948 6.62415 -1.46303  C46 1.373, C49 1.386, H50 1.010
46 C -0.04768 7.10330 -2.62308  N45 1.373, C47 1.375, H51 1.080
47 C 0.29029 8.42720 -2.77546  C46 1.375, C48 1.374, H52 1.080
48 C 1.34753 8.63297 -1.92285  C47 1.374, C49 1.394, H53 1.080
49 C 1.48998 7.52799 -1.08520  N45 1.386, C48 1.394, H54 1.080
50 H 0.24223 5.70956 -1.12807  N45 1.010
51 H -0.84657 6.49776 -3.02496  C46 1.080
52 H -0.17595 9.07503 -3.50300  C47 1.080
53 H 1.87457 9.57333 -1.85694  C48 1.080
54 H 2.17802 7.34897 -0.27220  C49 1.080
55 N -0.55677 0.96030 0.82148  C56 1.354, C59 1.372, H60 1.010
56 C -0.49067 0.57499 -0.47501  N55 1.354, C57 1.396, H61 1.080
57 C 0.61223 -0.26234 -0.65087  C56 1.396, C58 1.374, H62 1.080
58 C 1.15863 -0.41145 0.60122  C57 1.374, C59 1.355, H63 1.080
59 C 0.39268 0.24443 1.50631  N55 1.372, C58 1.355, H64 1.080
60 H -1.25144 1.51748 1.29802  N55 1.010
61 H -1.18325 0.99571 -1.18894  C56 1.080
62 H 0.90726 -0.58092 -1.63974  C57 1.080
63 H 2.05050 -0.95535 0.87532  C58 1.080
64 H 0.41934 0.37143 2.57849  C59 1.080
65 N -3.30069 4.02291 5.02382  C66 1.383, C69 1.381, H70 1.010
66 C -4.24536 3.22988 4.39787  N65 1.383, C67 1.385, H71 1.080
67 C -4.41536 3.67620 3.09803  C66 1.385, C68 1.403, H72 1.080
68 C -3.56855 4.79115 3.00928  C67 1.403, C69 1.345, H73 1.080
69 C -2.85573 4.98075 4.13443  N65 1.381, C68 1.345, H74 1.080
70 H -2.93504 3.92570 5.96027  N65 1.010
71 H -4.66355 2.39412 4.93918  C66 1.080
72 H -5.00948 3.33457 2.26334  C67 1.080
73 H -3.48010 5.43079 2.14359  C68 1.080
74 H -2.05118 5.64833 4.40540  C69 1.080
75 N -8.14953 0.92399 -1.95442  C76 1.400, C79 1.359, H80 1.010
76 C -7.23674 1.68723 -2.69219  N75 1.400, C77 1.411, H81 1.080
77 C -6.72348 0.86731 -3.71875  C76 1.411, C78 1.378, H82 1.080
78 C -7.21578 -0.40250 -3.51103  C77 1.378, C79 1.413, H83 1.080
79 C -8.10785 -0.35366 -2.41644  N75 1.359, C78 1.413, H84 1.080
80 H -8.70305 1.21677 -1.16197  N75 1.010
81 H -6.99536 2.68790 -2.36541  C76 1.080
82 H -5.97353 1.15942 -4.43893  C77 1.080
83 H -7.05608 -1.30494 -4.08242  C78 1.080
84 H -8.65416 -1.12022 -1.88699  C79 1.080
85 C 7.15893 -3.81422 7.59483  S86 1.866, H89 1.090, H90 1.090, H91 1.090
86 S 5.45323 -3.21929 7.12767  C85 1.866, O87 1.514, C88 1.838
87 O 5.59255 -1.88601 6.42361  S86 1.514
88 C 5.08869 -4.43775 5.80045  S86 1.838, H92 1.090, H93 1.090, H94 1.090
89 H 7.27328 -4.79466 8.05717  C85 1.090
90 H 7.66231 -3.09930 8.24567  C85 1.090
91 H 7.73519 -3.89918 6.67352  C85 1.090
92 H 4.13972 -4.15622 5.34404  C88 1.090
93 H 5.02554 -5.41830 6.27229  C88 1.090
94 H 5.99145 -4.49057 5.19191  C88 1.090
95 C -1.82714 3.23822 -10.14965  S96 1.857, H99 1.090, H100 1.090, H101 1.090
96 S -2.12961 4.28264 -8.64390  C95 1.857, O97 1.515, C98 1.844
97 O -1.52412 3.51377 -7.48800  S96 1.515
98 C -1.10629 5.73760 -9.13158  S96 1.844, H102 1.090, H103 1.090, H104 1.090
99 H -2.57432 2.44730 -10.08437  C95 1.090
100 H -0.86540 2.73592 -10.04551  C95 1.090
101 H -1.81214 3.82771 -11.06637  C95 1.090
102 H -0.88461 6.24171 -8.19092  C98 1.090
103 H -1.64361 6.42983 -9.77981  C98 1.090
104 H -0.18955 5.38644 -9.60525  C98 1.090
105 C 0.75857 -6.90573 -0.04475  S106 1.830, H109 1.090, H110 1.090, H111 1.090
106 S 0.04782 -8.37854 -0.86526  C105 1.830, O107 1.531, C108 1.860
107 O 0.94662 -9.51674 -0.37414  S106 1.531
108 C -1.39840 -8.44004 0.30281  S106 1.860, H112 1.090, H113 1.090, H114 1.090
109 H 0.36219 -5.94740 -0.38026  C105 1.090
110 H 1.78351 -6.87936 -0.41476  C105 1.090
111 H 0.65146 -6.91285 1.03995  C105 1.090
112 H -1.86990 -7.48493 0.53429  C108 1.090
113 H -1.00864 -8.87785 1.22178  C108 1.090
114 H -2.18171 -9.10923 -0.05316  C108 1.090

Output
max |F|	2.9	eV Å⁻¹
multiplicity	1
net charge	0

Entry 2:
Density functional theory data (ωB97M-V with the def2-TZVPD basis set) for a 2-piece molecular cluster, C5H10O overall.

Last columns: bonded neighbours and bond lengths (Å).
Atoms and positions in Å:
1 O 1.37629 0.74134 1.06085  C2 1.399, H7 0.966
2 C 0.06606 1.18361 0.84693  O1 1.399, C3 1.476, H8 1.100, H9 1.127
3 C -0.95390 0.13342 0.66214  C2 1.476, C4 1.325, H10 1.088
4 C -0.83766 -1.11536 1.08958  C3 1.325, H11 1.080, H12 1.087
5 C 0.21827 -1.15191 -1.51080  C6 1.327, H13 1.088, H14 1.087
6 C 0.59818 0.08843 -1.78980  C5 1.327, H15 1.085, H16 1.088
7 H 1.91730 1.51484 1.26583  O1 0.966
8 H 0.00850 2.10534 0.25026  C2 1.100
9 H -0.52517 1.33605 1.79418  C2 1.127
10 H -1.89289 0.56758 0.32481  C3 1.088
11 H -1.69883 -1.76772 1.10249  C4 1.080
12 H 0.11298 -1.49956 1.45090  C4 1.087
13 H 0.88402 -1.86601 -1.03090  C5 1.088
14 H -0.78345 -1.51636 -1.72469  C5 1.087
15 H 1.59553 0.44252 -1.54992  C6 1.085
16 H -0.08524 0.80379 -2.24188  C6 1.088

Output
max |F|	2.0	eV Å⁻¹
multiplicity	1
net charge	0
SMILES string	C=CCO.C=C
energy above the lowest of the compared OMol25 structures with the same formula, charge and spin	312.6	kJ/mol

In the order shown, the computed E_tot values come out to -92065.48643, -7391.52517 eV.